Model i:
4 unconnected molecules or ions with the total composition C3H14NO4. Source: the Open Molecules 2025 dataset; level of theory: wB97M-V/def2-TZVPD.

Each line ends with the Mulliken charge.
Positions of all 22 atoms, in Å:
C -0.58 -0.73 -1.69  -0.5587
O -1.66 -0.75 -0.80  -0.7082
C 0.74 -1.46 -1.19  0.5171
C 1.79 -0.41 -0.89  -1.4601
N 0.46 -2.18 0.04  -0.7368
H -0.37 0.32 -1.91  0.2542
H -0.91 -1.27 -2.59  0.2989
H 1.07 -2.12 -1.99  0.2818
H 1.60 0.25 -0.08  0.2713
H 2.80 -0.85 -0.77  0.3646
H 1.98 0.23 -1.76  0.4058
H 0.91 -1.73 0.81  0.2679
H -0.54 -2.27 0.18  0.3281
H -2.65 1.49 0.93  0.0945
H -1.68 0.06 -0.11  0.4004
O -1.81 1.04 0.81  -0.9186
H 0.04 2.51 0.50  0.3515
H 1.22 2.21 1.36  0.3448
O 0.94 2.84 0.68  -0.7118
H -0.57 1.18 2.25  0.3558
H -0.01 -0.09 2.02  0.2831
O 0.31 0.77 2.34  -0.7254

Properties
HOMO level = -4.9 eV
Charge = -1
Gap between HOMO and LUMO = 8.9 eV
Spin multiplicity = 1

Model ii:
4 unconnected molecules or ions with the total composition C3H14NO4. Source: the Open Molecules 2025 dataset; level of theory: wB97M-V/def2-TZVPD.

Each line ends with the Mulliken charge.
Positions of all 22 atoms, in Å:
C 0.16 -1.22 -0.50  -0.3781
N 0.63 0.21 -0.61  -0.3878
C -0.47 1.14 -0.12  -0.7013
O -1.14 0.81 1.00  -0.8395
C 1.42 -2.12 -0.62  -1.2062
H -0.54 -1.36 -1.32  0.3850
H -0.32 -1.43 0.44  0.3855
H 1.47 0.26 -0.05  0.2163
H -0.05 2.16 0.08  0.3159
H -1.06 1.24 -1.06  0.2657
H 2.00 -1.97 -1.52  0.2868
H 2.05 -1.91 0.23  0.2937
H 1.03 -3.13 -0.56  0.3767
H 0.67 1.66 -3.32  0.2874
H 0.87 0.46 -2.30  0.4794
O 1.15 0.86 -3.19  -0.7626
H -0.22 -0.04 2.37  0.3607
H 1.36 -0.24 2.64  0.2748
O 0.46 -0.58 2.84  -0.6725
H -3.46 2.34 1.45  0.2530
H -2.66 1.11 1.90  0.4545
O -3.36 1.77 2.21  -0.6875

Properties
HOMO level = -4.0 eV
Charge = -1
Gap between HOMO and LUMO = 7.8 eV
Spin multiplicity = 1

Most stable one: model i, least stable one: model ii.

Model i:
2 unconnected molecules or ions with the total composition C2H5N2O3. Source: the Open Molecules 2025 dataset; level of theory: wB97M-V/def2-TZVPD.

Each line ends with the Mulliken charge.
Positions of all 12 atoms, in Å:
C -1.52 -0.89 -0.39  -1.2327
C 0.12 0.81 0.61  -0.0380
N 1.06 0.61 -0.28  -0.5322
N 2.03 -0.23 0.11  1.0173
O 2.06 -0.73 1.28  -0.6747
O 2.82 -0.49 -0.78  -0.6607
O -0.72 1.94 0.36  -0.4623
H -2.18 -1.46 0.11  0.3756
H -1.00 -1.68 -0.95  0.2220
H -2.20 -0.46 -1.10  0.2281
H 0.08 0.40 1.64  0.3957
H -0.56 2.18 -0.62  0.3618

Properties
HOMO level (alpha / beta) = -2.7 / -2.7 eV
Charge = -1
Gap between HOMO and LUMO (alpha / beta) = 6.6 / 6.6 eV
Spin multiplicity = 1

Model ii:
A gas-phase ion, C2H5N2O3 (charge -1). Source: the Open Molecules 2025 dataset; level of theory: wB97M-V/def2-TZVPD.

Each line ends with the Mulliken charge.
Positions of all 12 atoms, in Å:
C 1.24 0.57 -0.66  -0.6273
O 1.43 -0.23 0.56  -0.3778
C 0.29 -0.88 0.84  -0.2131
N -0.95 0.20 1.01  -0.7583
N -1.70 0.30 -0.02  1.1664
O -2.74 1.05 0.12  -0.7941
O -1.47 -0.26 -1.09  -0.7191
H 0.39 0.19 -1.31  0.3411
H 2.28 0.57 -1.09  0.2284
H 0.82 1.58 -0.26  0.2239
H -0.07 -1.66 0.08  0.3045
H 0.48 -1.45 1.81  0.2253

Properties
HOMO level = -4.0 eV
Charge = -1
Gap between HOMO and LUMO = 8.1 eV
Structure (SMILES) = COCN=[N+]([O-])[O-]
Spin multiplicity = 1

Most stable one: model ii, least stable one: model i.

Model i:
C4H5ClS2 in the gas phase. Source: the Open Molecules 2025 dataset; level of theory: wB97M-V/def2-TZVPD.

Each line ends with the Mulliken charge.
Positions of all 12 atoms, in Å:
C -1.21 -0.84 -1.92  -0.8479
C -0.94 -0.09 -0.56  0.1756
C -1.78 -0.15 0.49  -0.0859
Cl -1.14 0.48 1.93  -0.1433
C 0.56 0.17 -0.56  -0.1278
S 1.47 1.31 -1.29  -0.1589
S 1.26 -1.17 0.55  -0.1101
H -0.72 -1.95 -1.66  0.2465
H -0.73 -0.24 -2.84  0.3084
H -2.39 -0.96 -1.98  0.2797
H -2.74 -0.71 0.38  0.3257
H 2.55 -0.98 0.52  0.1379

Properties
HOMO level = -9.0 eV
Gap between HOMO and LUMO = 8.4 eV
Structure (SMILES) = C/C(=C/Cl)C(=S)S
Spin multiplicity = 1

Model ii:
C4H5ClS2 in the gas phase. Source: the Open Molecules 2025 dataset; level of theory: wB97M-V/def2-TZVPD.

Each line ends with the Mulliken charge.
Positions of all 12 atoms, in Å:
C -1.70 -0.55 0.62  -1.3561
C -1.25 0.34 -0.43  0.0984
C 0.01 0.38 -0.84  -0.4574
S 1.23 -0.91 -0.59  -0.0908
C 2.50 0.09 -0.08  0.3869
S 2.49 1.69 -0.05  -0.2777
Cl 3.78 -0.86 0.57  -0.1485
H -1.49 -0.23 1.70  0.2717
H -1.20 -1.44 0.66  0.3900
H -2.70 -0.82 0.71  0.3932
H -1.87 1.06 -0.73  0.4352
H 0.19 1.25 -1.54  0.3552

Properties
HOMO level = -9.0 eV
Gap between HOMO and LUMO = 8.6 eV
Structure (SMILES) = C/C=C\SC(=S)Cl
Spin multiplicity = 1

Most stable one: model ii, least stable one: model i.